The following is a DFT calculation (wB97M-V/def2-TZVPD) of a structure of composition C50H44AsBrFIN3O3Ti.

Last column: Mulliken spin population.
Element x y z (Å)
Ti (-2.211, 0.621, 0.742)  0.05
C (2.318, 1.582, 6.814)  0.00
C (3.106, 1.195, 5.548)  0.00
C (4.027, 0.004, 5.867)  0.00
C (4.853, -0.373, 4.673)  0.00
C (3.949, -0.582, 3.442)  0.00
C (4.425, -1.329, 2.384)  0.00
C (3.581, -1.670, 1.332)  0.00
F (3.989, -2.463, 0.335)  0.00
C (2.289, -1.110, 1.262)  0.00
C (1.909, -0.227, 2.262)  0.00
C (0.585, 0.390, 2.141)  0.00
O (-0.212, 0.056, 1.251)  0.01
C (0.281, 1.425, 3.074)  0.00
C (1.105, 1.543, 4.187)  0.00
N (2.243, 0.887, 4.373)  0.00
C (2.690, 0.004, 3.397)  0.00
C (-1.004, 2.242, 3.095)  0.00
O (-1.136, 3.153, 3.894)  0.00
O (-1.868, 1.903, 2.133)  -0.02
H (2.935, 2.037, 7.546)  0.00
H (1.870, 0.668, 7.271)  0.00
H (1.558, 2.365, 6.592)  0.00
H (3.739, 2.010, 5.267)  0.00
H (3.449, -0.826, 6.230)  0.00
H (4.656, 0.364, 6.689)  0.00
H (5.438, -1.269, 4.928)  0.00
H (5.665, 0.371, 4.429)  0.00
H (5.400, -1.799, 2.470)  0.00
H (1.683, -1.277, 0.380)  0.00
H (0.735, 2.207, 4.989)  0.00
I (-2.651, -1.593, 2.745)  0.01
C (-4.670, -1.601, 2.180)  0.14
C (-5.405, -2.636, 2.719)  -0.10
C (-6.751, -2.726, 2.324)  0.18
C (-7.315, -1.737, 1.499)  -0.11
C (-6.542, -0.669, 0.998)  0.14
C (-7.036, 0.329, 0.116)  0.00
C (-6.304, 1.292, -0.388)  0.10
C (-4.829, 1.468, -0.001)  0.22
C (-4.280, 0.402, 0.893)  0.25
C (-5.154, -0.575, 1.400)  0.02
H (-4.955, -3.400, 3.320)  0.00
H (-7.304, -3.567, 2.719)  0.01
H (-8.376, -1.823, 1.223)  0.00
H (-8.119, 0.194, -0.177)  0.00
H (-6.745, 1.955, -1.132)  0.00
H (-4.721, 2.434, 0.426)  0.02
C (-5.252, 1.344, -3.843)  0.00
C (-5.039, 2.647, -3.211)  0.00
C (-4.450, 2.756, -2.049)  -0.02
C (-3.927, 1.570, -1.265)  0.09
C (-3.978, 0.203, -2.033)  0.02
C (-4.654, 0.271, -3.344)  0.01
N (-2.608, 1.840, -0.698)  -0.04
C (-1.630, 2.556, -1.411)  0.01
C (-0.711, 3.278, -0.639)  0.00
C (0.376, 3.942, -1.173)  0.00
C (0.611, 3.844, -2.543)  0.00
C (-0.318, 3.241, -3.347)  0.00
C (-1.443, 2.614, -2.820)  0.00
H (-5.821, 1.314, -4.773)  0.00
H (-5.434, 3.542, -3.626)  0.00
H (-4.355, 3.664, -1.467)  0.00
H (-4.583, -0.510, -1.426)  -0.01
H (-4.867, -0.726, -3.752)  0.00
H (-0.852, 3.397, 0.401)  0.00
H (1.094, 4.460, -0.536)  0.00
H (1.488, 4.311, -3.011)  0.00
H (-0.201, 3.237, -4.417)  0.00
H (-2.158, 2.131, -3.482)  0.00
C (1.936, -1.825, -4.987)  0.00
As (2.859, -2.158, -3.316)  0.00
C (2.434, -0.475, -2.455)  0.00
C (4.621, -1.515, -3.927)  0.00
C (5.687, -1.590, -2.882)  0.00
C (6.448, -0.453, -2.511)  0.00
C (7.312, -0.463, -1.407)  0.00
C (7.452, -1.632, -0.681)  0.00
C (6.727, -2.761, -1.035)  0.00
C (5.888, -2.758, -2.141)  0.00
H (2.398, -2.483, -5.743)  0.00
H (2.095, -0.809, -5.257)  0.00
H (0.863, -2.032, -4.988)  0.00
H (2.390, 0.343, -3.206)  0.00
H (3.069, -0.158, -1.662)  0.00
H (1.408, -0.622, -2.056)  0.00
H (4.585, -0.525, -4.377)  0.00
H (4.898, -2.165, -4.741)  0.00
H (6.291, 0.448, -3.065)  0.00
H (7.928, 0.391, -1.231)  0.00
H (8.078, -1.655, 0.222)  0.00
H (6.776, -3.657, -0.454)  0.00
H (5.319, -3.653, -2.416)  0.00
Br (-1.959, -4.425, -3.720)  0.00
C (-1.891, -2.808, -2.582)  0.00
C (-2.754, -1.850, -2.835)  0.02
C (-2.581, -0.526, -2.086)  -0.01
N (-2.040, -0.819, -0.704)  0.01
C (-1.222, -1.875, -0.537)  -0.01
C (-0.984, -2.852, -1.444)  0.04
H (-3.417, -1.953, -3.692)  0.00
H (-1.764, 0.114, -2.545)  0.00
H (-0.626, -1.854, 0.388)  0.00
H (-0.400, -3.724, -1.326)  0.00

Results
- Expectation value of S²: 0.79
- LUMO level (alpha / beta): -0.64 / -0.83 eV
- HOMO level (alpha / beta): -6.4947 / -6.8462 eV
- Electronic energy: -227990.8817 eV
- Energy above the lowest of the compared OMol25 structures with the same formula, charge and spin: 34.6 kcal per mole
- Multiplicity: 2